# 1
{
  "formula": "C5H5N3O2",
  "method": "ωB97M-V/def2-TZVPD",
  "e_lumo_ev": -0.1,
  "de_lowest_kj_mol": 62.3,
  "homo_lumo_gap_ev": 9.3,
  "e_homo_ev": -9.35,
  "total_charge": 0,
  "symbols": ["O", "C", "N", "C", "N", "C", "C", "C", "N", "H", "H", "H", "O", "H", "H"],
  "coordinates": [[-1.1816, -1.8568, -0.0892], [-0.2710, -1.1126, 0.2454], [0.4342, -1.3524, 1.4245], [1.2605, -0.4631, 2.0106], [1.4957, 0.7207, 1.5284], [0.8578, 1.0350, 0.3665], [0.1031, 0.1537, -0.3635], [-0.4704, 0.6074, -1.6579], [-1.4764, 1.4137, -1.7839], [0.2474, -2.2369, 1.8888], [1.7089, -0.7771, 2.9555], [0.9033, 2.0863, 0.0709], [-0.5104, -0.2882, -2.6288], [-1.5590, 2.0525, -0.9978], [-1.5420, 0.0178, -2.9696]]
}


# 2
{
  "formula": "C3H9P",
  "method": "ωB97M-V/def2-TZVPD",
  "e_lumo_ev": 0.7,
  "de_lowest_kj_mol": 325.7,
  "homo_lumo_gap_ev": 8.3,
  "e_homo_ev": -7.61,
  "total_charge": 0,
  "symbols": ["C", "C", "C", "P", "H", "H", "H", "H", "H", "H", "H", "H", "H"],
  "coordinates": [[2.0581, -0.6493, 0.1396], [1.1849, 0.3619, 0.3612], [0.0209, 0.6379, -0.5410], [-1.6379, -0.1015, 0.0911], [1.6599, -1.6284, -0.1171], [3.1322, -0.5020, 0.1417], [1.2802, 0.9880, 1.2476], [-0.0765, 1.7144, -0.6976], [0.2039, 0.1662, -1.5082], [-1.0381, -1.3940, 0.0877], [-1.5689, 0.6616, 1.2880], [-2.3257, 0.4427, -1.0378], [-2.8929, -0.6977, 0.5448]]
}


Number 1: E -508.2503 Eh. Number 2: E -460.8707 Eh.